{
  "formula": "C8H8NS",
  "method": "the ωB97M-V functional and the def2-TZVPD basis",
  "symbols": ["C", "C", "C", "C", "C", "C", "C", "C", "N", "S", "H", "H", "H", "H", "H", "H", "H", "H"],
  "xyz": [[0.086, -1.790, 0.860], [0.485, -1.979, -0.457], [0.422, -0.614, 1.624], [-1.040, 2.055, -0.157], [0.833, -0.916, -1.249], [-0.116, 1.842, 0.776], [-1.149, 0.808, -0.955], [0.489, 0.709, 1.300], [0.318, 0.291, -1.056], [0.754, 2.219, 2.229], [-0.144, -2.629, 1.471], [0.520, -3.078, -0.777], [0.742, -0.958, 2.599], [-1.444, 2.949, -0.395], [1.683, -0.779, -1.960], [-1.819, -0.022, -0.593], [-1.545, 0.868, -2.014], [0.926, 1.024, -1.245]],
  "homo_ev": [-12.88, -12.88],
  "max_force_ha_per_bohr": 0.075,
  "homo_lumo_gap_ev": [7.5, 7.5],
  "total_charge": 1
}

{
  "formula": "C8H16ClFN4O4",
  "method": "the ωB97M-V functional and the def2-TZVPD basis",
  "symbols": ["C", "C", "C", "C", "N", "N", "C", "N", "N", "C", "C", "C", "F", "H", "H", "H", "H", "H", "H", "H", "H", "H", "H", "H", "H", "H", "H", "H", "H", "O", "Cl", "O", "O", "O"],
  "xyz": [[1.918, 1.170, 1.454], [1.426, 1.925, 0.136], [0.790, 0.980, -0.987], [1.930, -0.023, -1.502], [-0.382, 0.286, -0.377], [-0.290, -0.931, 0.202], [-1.576, -1.246, 0.706], [-2.024, -2.327, 1.403], [-2.539, -0.224, 0.423], [-1.720, 0.732, -0.288], [-2.367, 2.084, -0.816], [-3.453, 2.508, 0.302], [-3.479, 3.944, 0.449], [1.204, 0.387, 1.854], [2.003, 1.971, 2.272], [2.946, 0.698, 1.319], [0.712, 2.750, 0.448], [2.356, 2.418, -0.320], [0.463, 1.671, -1.842], [2.802, 0.578, -1.896], [1.465, -0.709, -2.282], [2.277, -0.646, -0.615], [0.550, -1.531, 0.318], [-1.727, -2.417, 2.380], [-2.576, -3.037, 0.921], [-1.579, 2.907, -0.904], [-2.871, 1.876, -1.824], [-3.160, 2.098, 1.327], [-4.484, 2.094, 0.040], [1.645, -4.165, -1.752], [2.280, -4.005, -0.463], [1.869, -5.070, 0.421], [1.878, -2.727, 0.109], [3.714, -4.021, -0.618]],
  "homo_ev": -8.99,
  "max_force_ha_per_bohr": 0.126,
  "homo_lumo_gap_ev": 8.4
}

{
  "formula": "C4H5ClOS",
  "method": "the ωB97M-V functional and the def2-TZVPD basis",
  "symbols": ["C", "C", "C", "C", "O", "S", "Cl", "H", "H", "H", "H", "H"],
  "xyz": [[-0.567, 1.846, -1.794], [0.295, 1.030, -1.196], [-0.124, 0.131, -0.099], [0.227, -1.752, 1.801], [-1.247, 0.060, 0.332], [1.181, -0.862, 0.546], [1.957, 0.949, -1.639], [-0.277, 2.507, -2.590], [-1.594, 1.852, -1.470], [0.912, -2.425, 2.305], [-0.568, -2.304, 1.309], [-0.193, -1.033, 2.496]],
  "homo_ev": -9.60,
  "smiles": "C=C(Cl)C(=O)SC",
  "max_force_ha_per_bohr": 0.018,
  "homo_lumo_gap_ev": 9.5
}

{
  "formula": "C10H24N4O7Rh",
  "method": "the ωB97M-V functional and the def2-TZVPD basis",
  "symbols": ["O", "H", "Rh", "N", "N", "N", "N", "O", "O", "O", "O", "C", "C", "C", "C", "C", "H", "H", "H", "C", "H", "H", "H", "C", "C", "H", "H", "H", "H", "H", "H", "H", "H", "C", "H", "H", "H", "O", "H", "H", "C", "O", "H", "H", "H", "H"],
  "xyz": [[-0.223, 0.502, -4.998], [-0.806, 0.091, -5.662], [-0.207, 0.222, 0.132], [0.103, 1.763, 1.380], [1.236, 1.098, -0.853], [-1.281, -0.946, 1.472], [-0.388, -1.533, -0.846], [-0.570, 1.979, 2.453], [-1.685, -0.555, 2.765], [0.144, -1.800, -2.102], [1.855, 0.514, -1.812], [1.696, 2.205, -0.275], [1.096, 2.548, 0.973], [-1.491, -2.198, 1.095], [-0.959, -2.534, -0.189], [1.460, 3.710, 1.837], [1.736, 3.369, 2.844], [0.608, 4.397, 1.937], [2.303, 4.295, 1.456], [2.832, 2.915, -0.933], [2.558, 3.176, -1.965], [3.727, 2.276, -0.982], [3.124, 3.842, -0.433], [-2.211, -3.169, 1.951], [-1.038, -3.911, -0.741], [-2.887, -2.713, 2.687], [-1.505, -3.813, 2.495], [-2.817, -3.821, 1.316], [-0.276, -4.146, -1.496], [-2.025, -4.082, -1.195], [-0.926, -4.640, 0.068], [-1.393, 0.403, 2.883], [0.380, -0.928, -2.517], [-1.118, 0.932, -3.950], [-0.597, 1.655, -3.289], [-1.534, 0.057, -3.399], [-1.962, 1.467, -4.417], [-2.275, 1.260, -0.011], [-2.242, 0.353, 0.409], [-1.583, 1.802, 0.442], [1.498, -0.907, 2.312], [1.539, -0.742, 0.879], [1.034, -0.031, 2.770], [2.550, -0.961, 2.576], [0.939, -1.816, 2.547], [1.580, -1.586, 0.387]],
  "multiplicity": 5,
  "s_squared": 6.1003,
  "homo_ev": [-10.62, -12.91],
  "max_force_ha_per_bohr": 0.088,
  "homo_lumo_gap_ev": [6.5, 6.1],
  "total_charge": 1
}

{
  "formula": "C19H31AuNO8Si",
  "method": "the ωB97M-V functional and the def2-TZVPD basis",
  "symbols": ["Au", "O", "C", "C", "C", "C", "C", "C", "C", "O", "N", "O", "O", "H", "H", "H", "H", "C", "C", "C", "C", "O", "Si", "O", "O", "C", "C", "C", "C", "O", "C", "C", "C", "C", "H", "H", "H", "H", "H", "H", "H", "H", "H", "H", "H", "H", "H", "H", "H", "H", "H", "H", "H", "H", "H", "H", "H", "H", "H", "H", "H"],
  "xyz": [[-1.584, 0.777, 1.260], [-0.184, 0.971, -1.421], [0.546, 1.909, -1.213], [0.210, 3.184, -0.564], [1.154, 4.192, -0.706], [0.908, 5.469, -0.248], [-0.313, 5.778, 0.367], [-1.248, 4.798, 0.536], [-1.027, 3.450, 0.114], [-1.935, 2.581, 0.353], [1.907, 6.499, -0.419], [1.651, 7.625, -0.019], [2.966, 6.202, -0.953], [1.602, 1.876, -1.562], [2.094, 3.981, -1.201], [-0.488, 6.787, 0.712], [-2.189, 5.003, 1.029], [0.945, -4.465, 3.979], [0.763, -3.694, 2.674], [-0.601, -3.999, 2.061], [1.872, -4.042, 1.687], [0.909, -2.306, 2.955], [-0.244, -1.200, 3.368], [-1.332, -0.955, 2.232], [0.585, 0.138, 3.849], [1.772, 0.767, 3.368], [2.945, 0.212, 4.172], [1.590, 2.258, 3.624], [1.990, 0.524, 1.878], [-0.943, -1.820, 4.733], [-1.809, -1.170, 5.658], [-2.627, -0.068, 4.991], [-0.950, -0.587, 6.777], [-2.734, -2.252, 6.203], [0.876, -5.542, 3.807], [0.177, -4.165, 4.692], [1.923, -4.239, 4.410], [-0.664, -5.059, 1.805], [-0.760, -3.399, 1.165], [-1.400, -3.762, 2.766], [1.863, -5.108, 1.450], [2.843, -3.784, 2.113], [1.738, -3.476, 0.764], [2.781, 0.386, 5.237], [3.881, 0.692, 3.876], [3.026, -0.863, 4.004], [1.399, 2.434, 4.685], [0.738, 2.629, 3.052], [2.481, 2.817, 3.328], [2.102, -0.540, 1.669], [2.892, 1.045, 1.548], [1.140, 0.900, 1.306], [-1.976, 0.721, 4.609], [-3.316, 0.372, 5.715], [-3.194, -0.468, 4.150], [-0.261, 0.151, 6.364], [-0.365, -1.380, 7.248], [-1.572, -0.109, 7.537], [-3.333, -2.670, 5.392], [-3.404, -1.847, 6.964], [-2.143, -3.056, 6.646]],
  "homo_ev": -5.58,
  "max_force_ha_per_bohr": 0.002,
  "homo_lumo_gap_ev": 7.9,
  "total_charge": -1
}

{
  "formula": "C3F4",
  "method": "the ωB97M-V functional and the def2-TZVPD basis",
  "symbols": ["C", "C", "C", "F", "F", "F", "F"],
  "xyz": [[-0.813, -1.132, 0.097], [2.358, -0.180, 0.272], [-1.335, 0.059, -0.179], [1.817, 0.789, -0.388], [-0.673, 1.194, -0.031], [1.317, -0.919, 0.558], [-2.672, 0.189, -0.328]],
  "homo_ev": -10.65,
  "max_force_ha_per_bohr": 0.030,
  "homo_lumo_gap_ev": 9.2
}